1.
The following is a DFT calculation (wB97M-V/def2-TZVPD) of a 19-piece molecular cluster, H36IO18 overall.

**LUMO energy**: 2.07 eV
**Orbital gap**: 8.749 eV
**Total charge**: -1
**Energy above the lowest of the compared OMol25 structures with the same formula, charge and spin**: 0.00 kJ/mol
**Highest occupied orbital energy**: -6.679 eV

CARTESIAN COORDINATES (ANGSTROEM)
1 I 9.23 10.78 7.66
2 O 13.20 11.11 8.01
3 H 13.77 11.73 8.58
4 H 12.86 11.68 7.24
5 O 6.77 5.35 12.20
6 H 6.99 5.83 11.40
7 H 6.21 5.87 12.74
8 O 11.63 6.83 5.49
9 H 11.11 7.02 6.25
10 H 12.55 6.98 5.78
11 O 6.27 8.07 10.09
12 H 6.30 8.90 9.61
13 H 6.54 7.34 9.57
14 O 11.45 12.64 6.34
15 H 10.88 12.45 5.62
16 H 10.98 12.15 7.05
17 O 5.47 8.01 12.63
18 H 5.70 8.13 11.71
19 H 4.76 8.57 12.87
20 O 9.41 6.77 13.11
21 H 8.42 6.75 13.02
22 H 9.52 7.77 13.09
23 O 13.32 7.90 7.67
24 H 13.59 7.52 8.53
25 H 13.07 8.80 7.93
26 O 8.02 5.65 9.18
27 H 8.54 6.22 8.58
28 H 8.73 5.45 9.79
29 O 9.25 12.42 11.34
30 H 8.76 13.14 10.98
31 H 9.46 11.83 10.63
32 O 6.67 9.17 5.90
33 H 6.06 8.87 6.63
34 H 7.27 9.70 6.40
35 O 10.35 9.07 4.31
36 H 10.84 8.42 4.80
37 H 10.27 9.81 4.97
38 O 11.61 9.82 10.47
39 H 11.97 8.96 10.55
40 H 11.29 9.85 9.53
41 O 9.36 9.58 12.90
42 H 9.32 10.23 12.24
43 H 8.47 9.50 13.20
44 O 5.99 10.66 9.11
45 H 6.73 10.95 8.49
46 H 6.15 11.24 9.88
47 O 10.64 5.64 11.01
48 H 10.23 6.01 11.81
49 H 11.33 5.11 11.38
50 O 8.08 7.54 4.12
51 H 7.41 8.00 4.70
52 H 8.66 8.31 3.96
53 O 9.21 7.12 6.74
54 H 9.06 8.04 6.99
55 H 8.98 7.10 5.79

***

2.
The following is a DFT calculation (wB97M-V/def2-TZVPD) of C33H41N5Sc as an isolated structure.

**LUMO energy (spin up / spin down)**: 2.69 / 2.69 eV
**Orbital gap (spin up / spin down)**: 5.200 / 4.234 eV
**Total charge**: -1
**Energy above the lowest of the compared OMol25 structures with the same formula, charge and spin**: 498.21 kJ/mol
**Highest occupied orbital energy (spin up / spin down)**: -2.509 / -1.539 eV

CARTESIAN COORDINATES (ANGSTROEM)
1 Sc 0.56 0.34 0.11
2 N -2.03 4.02 0.84
3 N 2.24 1.51 -1.16
4 C -0.42 -1.99 -0.29
5 C -1.15 -1.07 -1.10
6 C -2.04 -0.36 -0.25
7 C -2.99 0.69 -0.64
8 H -2.99 0.87 -1.71
9 H -2.61 1.80 -0.19
10 H -3.99 0.55 -0.24
11 C -1.84 -0.80 1.09
12 C -2.64 -0.37 2.25
13 H -3.60 -0.91 2.28
14 H -2.89 0.71 2.23
15 H -2.14 -0.57 3.20
16 C -0.85 -1.82 1.07
17 C -0.46 -2.66 2.22
18 H -0.39 -2.07 3.15
19 H 0.51 -3.14 2.06
20 H -1.19 -3.46 2.42
21 C -1.06 -0.95 -2.59
22 H -1.77 -1.63 -3.09
23 H -0.06 -1.20 -2.96
24 H -1.29 0.07 -2.93
25 C 0.55 -3.02 -0.77
26 H 1.32 -3.23 -0.02
27 H 1.07 -2.67 -1.67
28 H 0.06 -3.98 -1.03
29 C -1.92 4.88 1.83
30 H -2.88 5.19 2.26
31 C -0.66 5.37 2.25
32 H -0.67 6.16 3.01
33 C 0.52 4.90 1.63
34 H 1.49 5.35 1.93
35 C 0.42 3.86 0.68
36 H 1.31 3.43 0.18
37 C -0.94 3.32 0.47
38 C -1.52 2.20 -0.26
39 H -0.90 2.41 -1.23
40 C 2.59 0.25 -1.06
41 C 2.43 2.03 -2.45
42 H 1.93 2.94 -2.79
43 C 3.29 1.20 -3.05
44 H 3.92 1.32 -3.94
45 N 3.44 0.08 -2.14
46 C 3.85 -1.23 -2.32
47 C 3.58 -1.82 -3.55
48 C 3.98 -3.15 -3.65
49 H 3.91 -3.64 -4.62
50 C 4.47 -3.82 -2.52
51 C 5.02 -5.20 -2.67
52 H 4.80 -5.80 -1.78
53 H 6.12 -5.16 -2.80
54 H 4.58 -5.67 -3.56
55 C 4.51 -3.23 -1.24
56 H 4.85 -3.78 -0.37
57 C 4.14 -1.90 -1.11
58 C 4.06 -1.24 0.23
59 H 4.30 -0.17 0.25
60 H 4.76 -1.73 0.92
61 H 3.07 -1.37 0.71
62 C 2.86 -1.09 -4.64
63 H 3.31 -0.13 -4.92
64 H 1.80 -0.90 -4.41
65 H 2.89 -1.73 -5.53
66 C -0.62 2.99 4.93
67 C 0.10 1.97 4.16
68 C 1.18 1.14 4.48
69 C 1.44 0.37 3.34
70 N 0.60 0.74 2.33
71 N -0.23 1.67 2.89
72 C 2.49 -0.66 3.22
73 H -0.18 3.06 5.93
74 H -0.57 3.98 4.46
75 H -1.69 2.72 5.05
76 H 1.70 1.11 5.41
77 H -0.97 2.13 2.37
78 H 3.35 -0.29 2.64
79 H 2.87 -0.90 4.23
80 H 2.12 -1.60 2.78

***

3.
The following is a DFT calculation (wB97M-V/def2-TZVPD) of a 2-piece molecular cluster, C26H32NO4 overall.

**LUMO energy**: 2.11 eV
**Orbital gap**: 3.926 eV
**Total charge**: -1
**Highest occupied orbital energy**: -1.818 eV

CARTESIAN COORDINATES (ANGSTROEM)
1 C -5.78 -4.35 -0.28
2 C -5.87 -2.81 -0.12
3 C -5.16 -2.30 1.15
4 C -3.75 -2.95 1.35
5 C -2.78 -2.67 0.16
6 C -1.45 -2.01 0.64
7 C -1.16 -0.65 0.01
8 C -0.39 -0.65 -1.15
9 C -0.08 0.55 -1.69
10 C -0.52 1.74 -1.14
11 C -1.31 1.75 -0.03
12 C -1.62 0.53 0.54
13 C -2.47 0.55 1.80
14 C -1.50 0.17 2.97
15 C -1.06 1.34 3.84
16 O -0.21 0.64 2.86
17 C 0.04 2.90 -1.97
18 O -0.28 4.07 -1.96
19 N 0.97 2.25 -2.77
20 C 2.18 2.92 -3.23
21 C 3.45 2.44 -2.55
22 C 4.30 3.41 -2.04
23 C 5.48 3.11 -1.43
24 C 5.87 1.79 -1.30
25 C 7.18 1.50 -0.61
26 C 5.04 0.82 -1.80
27 C 3.86 1.14 -2.41
28 C 0.75 0.89 -2.93
29 O 1.10 0.18 -3.85
30 H -5.00 -4.61 -0.99
31 H -6.74 -4.74 -0.66
32 H -5.61 -4.86 0.67
33 H -6.91 -2.47 -0.07
34 H -5.41 -2.37 -1.00
35 H -5.73 -2.50 2.06
36 H -4.97 -1.22 1.09
37 H -3.37 -2.53 2.29
38 H -3.82 -4.02 1.51
39 H -3.27 -2.12 -0.65
40 H -2.53 -3.65 -0.24
41 H -1.40 -1.91 1.72
42 H -0.63 -2.67 0.35
43 H -0.02 -1.57 -1.58
44 H -1.66 2.70 0.37
45 H -2.83 1.55 2.02
46 H -3.25 -0.21 1.80
47 H -1.66 -0.78 3.48
48 H -0.70 1.10 4.83
49 H -1.05 2.34 3.41
50 H 2.29 2.74 -4.31
51 H 2.09 4.00 -3.12
52 H 4.01 4.46 -2.13
53 H 6.10 3.92 -1.03
54 H 7.92 1.24 -1.38
55 H 7.58 2.38 -0.09
56 H 7.13 0.64 0.07
57 H 5.37 -0.21 -1.69
58 H 3.26 0.33 -2.81
59 C 3.23 -0.26 2.82
60 O 4.50 -0.27 3.22
61 H 2.90 -1.11 2.15
62 H 2.44 -0.29 3.62
63 H 2.90 0.64 2.21